i) 2 unconnected molecules or ions with the total composition C9H14O. Source: OMol25; level of theory: ωB97M-V/def2-TZVPD.

Calculated values
**HOMO energy**: -8.60 eV
**E_LUMO**: 0.83 eV
**SMILES**: Cc1ccc(O)cc1.CC

```
! RIJCOSX wB97M-V def2-TZVPD def2/J DEFGRID3
* xyz 0 1
O -1.831 -2.336 0.282
C 1.039 -1.355 -1.740
C -0.996 -1.621 -0.542
C -0.583 1.424 2.600
C -1.392 -0.350 -0.977
C 0.719 -0.079 -2.130
C 0.221 0.827 3.744
C 0.204 -2.151 -0.932
C 1.539 0.748 -3.064
C -0.532 0.418 -1.719
H 2.131 1.571 -2.645
H -2.387 -0.025 -0.714
H -0.359 0.687 4.653
H -0.803 1.397 -2.101
H 1.065 1.483 3.975
H 1.992 -1.790 -2.000
H 0.944 1.141 -3.880
H -2.195 -1.770 0.966
H -0.807 2.466 2.861
H 0.744 -0.094 3.473
H -1.557 0.949 2.434
H 2.303 0.154 -3.576
H 0.596 -3.110 -0.636
H -0.055 1.417 1.667
*
```

ii) 2 unconnected molecules or ions with the total composition C9H14O. Source: OMol25; level of theory: ωB97M-V/def2-TZVPD.

Calculated values
**HOMO energy**: -8.37 eV
**E_LUMO**: 0.84 eV
**SMILES**: Cc1ccc(O)cc1.CC

```
! RIJCOSX wB97M-V def2-TZVPD def2/J DEFGRID3
* xyz 0 1
O -2.449 -0.187 0.967
C -1.628 0.337 0.019
C 0.887 -2.112 1.856
C 0.311 1.180 -1.833
C 1.462 1.444 -2.769
C 0.150 1.830 -0.631
C 0.599 -1.122 2.968
C -0.586 0.142 -2.138
C -0.833 1.422 0.279
C -1.558 -0.261 -1.253
H -0.867 1.925 1.239
H 2.216 0.673 -2.634
H 0.708 2.716 -0.349
H 1.194 1.349 -3.822
H -0.334 -1.339 3.505
H -2.938 -0.959 0.660
H -0.608 -0.218 -3.163
H -2.190 -1.108 -1.488
H 1.907 2.410 -2.531
H -0.058 -2.514 1.501
H 0.383 -0.146 2.620
H 1.543 -2.909 2.184
H 1.396 -1.613 1.029
H 1.294 -0.940 3.783
*
```

iii) 2 unconnected molecules or ions with the total composition C9H14O. Source: OMol25; level of theory: ωB97M-V/def2-TZVPD.

Calculated values
**HOMO energy**: -8.85 eV
**E_LUMO**: 0.96 eV
**SMILES**: Cc1ccccc1.CCO

```
! RIJCOSX wB97M-V def2-TZVPD def2/J DEFGRID3
* xyz 0 1
O -0.445 2.761 -0.670
C -2.000 1.028 -1.371
C 0.479 -2.236 -0.842
C 1.283 -1.338 -1.570
C 0.637 -0.633 2.670
C -1.465 1.830 -0.218
C 0.765 -0.930 1.208
C 1.692 -0.143 0.477
C 0.162 -1.944 0.455
C 1.948 -0.344 -0.877
H -0.016 0.211 2.927
H 0.228 -1.499 3.191
H 2.624 0.364 -1.326
H 1.584 -0.309 3.095
H 0.015 -3.055 -1.376
H 1.259 -1.559 -2.631
H -0.854 1.414 0.586
H -0.544 -2.544 1.034
H -1.489 0.071 -1.525
H -3.039 0.683 -1.254
H -0.817 3.588 -0.990
H 2.239 0.610 1.031
H -2.244 2.409 0.287
H -2.001 1.564 -2.313
*
```

iv) 2 unconnected molecules or ions with the total composition C9H14O. Source: OMol25; level of theory: ωB97M-V/def2-TZVPD.

Calculated values
**HOMO energy**: -8.43 eV
**E_LUMO**: 0.96 eV
**SMILES**: Cc1ccc(O)cc1.CC

```
! RIJCOSX wB97M-V def2-TZVPD def2/J DEFGRID3
* xyz 0 1
O -0.604 -0.550 -2.494
C 1.355 1.935 0.263
C -1.684 -2.950 0.016
C -0.396 0.309 -0.231
C 0.343 1.091 0.682
C -0.072 0.320 -1.585
C 0.781 1.301 -2.070
C 1.446 2.101 -1.147
C -1.586 -2.767 1.524
C 2.117 2.952 1.079
H -1.236 -0.145 0.276
H -2.262 -3.440 2.065
H -1.586 -1.730 1.917
H 3.127 3.064 0.703
H 2.240 2.712 -1.599
H 1.629 3.922 1.090
H -2.615 -2.443 -0.297
H 1.060 1.327 -3.115
H -0.864 -2.384 -0.444
H 2.207 2.546 2.089
H -0.570 -3.026 1.854
H -1.352 -0.959 -2.068
H -1.674 -4.004 -0.226
H 0.196 0.817 1.717
*
```

Which of them is the most stable? Correct choice: i).